No. 1
Here is C30H45AuN3O6P2 as an isolated structure from the OMol25 dataset. Energies are from the ωB97M-V functional and the def2-TZVPD basis.

Each line ends with the Löwdin spin population.
Atoms and positions in Å:
Au  -0.3719  0.0133  0.1266  0.611
C  -1.2121  1.8332  3.1798  0.003
C  -2.3704  1.5942  2.2731  0.019
C  -3.6024  2.2193  2.5486  0.041
C  -4.7095  1.9232  1.7871  -0.004
C  -4.6025  0.9633  0.7885  0.039
C  -3.3697  0.3644  0.5688  0.015
N  -2.2684  0.7331  1.2645  0.108
C  -3.2078  -0.7514  -0.3644  0.060
C  -4.3032  -1.5103  -0.8333  0.141
C  -4.0744  -2.5987  -1.6523  -0.011
C  -2.7711  -2.9287  -1.9874  0.147
C  -1.7126  -2.1525  -1.4800  0.047
N  -1.9655  -1.0933  -0.6924  0.085
C  -0.3211  -2.4559  -1.7476  0.089
C  0.0663  -3.5285  -2.5772  0.164
C  1.4151  -3.7795  -2.7635  -0.008
C  2.3373  -2.9656  -2.1445  0.177
C  1.8961  -1.8755  -1.3377  0.097
C  2.8778  -0.9749  -0.6929  0.020
N  0.6000  -1.6666  -1.1573  0.069
H  -1.3820  1.2701  4.1018  0.001
H  -1.1416  2.8855  3.4554  0.000
H  -0.2812  1.4912  2.7443  0.000
H  -3.6668  2.9123  3.3766  0.002
H  -5.6577  2.4051  1.9857  -0.001
H  -5.4665  0.6946  0.1978  0.002
H  -5.3102  -1.2620  -0.5316  0.005
H  -4.9012  -3.1949  -2.0146  -0.003
H  -2.5815  -3.7840  -2.6191  0.005
H  -0.6660  -4.1568  -3.0629  0.005
H  1.7353  -4.6039  -3.3868  -0.003
H  3.3993  -3.1365  -2.2600  0.006
H  3.8568  -1.0689  -1.1573  0.001
H  2.9717  -1.2408  0.3652  0.009
H  2.5317  0.0543  -0.7477  0.003
C  3.2370  3.1756  4.8530  0.000
C  2.9970  2.1204  3.7967  0.000
C  2.2819  0.9001  4.3438  0.000
O  2.2129  2.7643  2.7318  0.005
P  1.9877  2.2608  1.2685  0.006
O  1.2187  0.9671  1.2439  0.045
C  1.0613  3.6368  0.5408  0.000
P  0.4426  3.1620  -1.1136  0.000
O  0.4963  1.6924  -1.3507  0.001
O  -1.0466  3.6173  -1.2419  0.000
C  -1.7174  4.9225  -1.3047  0.000
C  -0.7536  6.0829  -1.4382  0.000
C  -2.6053  5.0474  -0.0832  0.000
O  1.4120  3.9811  -2.0378  0.000
C  1.6414  3.7459  -3.4671  0.000
C  0.3402  3.5773  -4.2297  0.000
C  2.6014  2.5913  -3.6773  0.000
O  3.3386  2.0678  0.5024  0.002
C  4.6787  2.6438  0.7621  0.000
C  4.6434  4.1251  1.0878  0.000
C  5.5300  2.3512  -0.4544  0.000
H  3.8621  2.7635  5.6431  0.000
H  2.2880  3.4943  5.2867  0.000
H  3.7348  4.0518  4.4397  0.000
H  3.9522  1.8123  3.3666  0.000
H  1.3220  1.1894  4.7753  0.000
H  2.8920  0.4682  5.1357  0.000
H  2.1186  0.1439  3.5768  0.000
H  1.6931  4.5189  0.4424  0.000
H  0.2286  3.8631  1.2082  0.000
H  -2.3400  4.8485  -2.1965  0.000
H  -0.1070  6.1509  -0.5597  0.000
H  -1.3163  7.0117  -1.5169  0.000
H  -0.1325  5.9933  -2.3267  0.000
H  -2.0084  5.1868  0.8210  0.000
H  -3.2332  4.1623  0.0311  0.000
H  -3.2573  5.9115  -0.2035  0.000
H  2.1355  4.6639  -3.7889  0.000
H  -0.2020  2.7101  -3.8461  0.000
H  0.5527  3.4234  -5.2855  0.000
H  -0.2962  4.4570  -4.1311  0.000
H  2.1506  1.6606  -3.3268  0.000
H  3.5302  2.7535  -3.1389  0.000
H  2.8295  2.5087  -4.7390  0.000
H  5.0829  2.0760  1.6016  0.000
H  4.5062  4.7176  0.1816  0.000
H  5.5935  4.4074  1.5391  0.000
H  3.8524  4.3723  1.7931  0.000
H  5.2186  2.9748  -1.2902  0.000
H  5.4563  1.3025  -0.7406  0.000
H  6.5707  2.5796  -0.2296  0.000

E_tot, eV: -70845.232
Charge: +3
2S+1: 3


No. 2
Here is C30H45B2KN11O7P2 as an isolated structure at a distorted geometry from the OMol25 dataset. Energies are from the ωB97M-V functional and the def2-TZVPD basis.

Each line ends with the Löwdin spin population.
Atoms and positions in Å:
K  -0.7274  0.0096  -0.7232  0.007
O  0.2553  -3.3166  2.0428  0.006
C  0.5539  -2.3343  1.1935  0.013
O  -0.3007  -1.8017  0.5481  0.011
C  2.0204  -2.0446  1.2294  0.031
O  2.5699  -1.8267  -0.0436  0.058
C  3.9764  -1.3090  0.0837  0.131
C  4.5551  -0.7866  -1.1360  0.316
O  5.4728  -1.3065  -1.8181  0.296
O  4.0609  0.5043  -1.5442  0.044
H  -0.7182  -3.4193  1.9928  0.000
H  2.5003  -2.8915  1.7296  0.003
H  2.1984  -1.1495  1.8487  0.010
H  4.5996  -2.1429  0.4137  0.006
H  3.9342  -0.5415  0.8877  0.023
C  -2.9464  -4.3119  1.3624  0.000
C  -2.9877  -3.6644  0.1086  0.000
N  -3.1955  -2.3634  0.2414  0.000
N  -3.2949  -2.1364  1.5670  0.000
C  -3.1452  -3.2894  2.2662  0.000
B  -3.4298  -0.7483  2.2748  0.000
N  -2.0384  -0.2885  2.7871  0.000
C  -1.2933  -0.7686  3.8130  0.000
C  -0.0595  -0.1579  3.7637  0.000
C  -0.1478  0.7010  2.6496  0.001
N  -1.3333  0.6139  2.0679  0.000
N  -4.0205  0.3705  1.4048  0.000
C  -4.1644  1.6375  1.8669  0.000
C  -4.7956  2.3721  0.8959  0.000
C  -5.0104  1.4435  -0.1460  0.000
N  -4.5514  0.2414  0.1645  0.000
N  -4.4289  -0.9812  3.4640  0.000
C  -5.7381  -1.2436  3.2591  0.000
C  -6.3402  -1.3832  4.4891  0.000
C  -5.2886  -1.1823  5.4051  0.000
N  -4.1405  -0.9405  4.7829  0.000
H  -2.7876  -5.3576  1.5751  0.000
H  -2.8851  -4.0981  -0.8772  0.000
H  -3.2278  -3.3078  3.3443  0.000
H  -1.6953  -1.4832  4.5113  0.000
H  0.7797  -0.3090  4.4243  0.001
H  0.6028  1.3710  2.2512  0.001
H  -3.7979  1.9199  2.8439  0.000
H  -5.0497  3.4195  0.9217  0.000
H  -5.4753  1.6058  -1.1082  0.000
H  -6.1375  -1.3034  2.2553  0.000
H  -7.3785  -1.5919  4.6948  0.000
H  -5.3152  -1.2011  6.4862  0.000
C  1.9179  -2.4925  -3.3826  0.004
P  0.4600  -2.5176  -2.2560  0.002
C  0.7818  -4.1528  -1.4450  0.002
C  -0.7959  -3.1372  -3.4921  0.000
C  -1.0731  -2.0617  -4.5469  0.000
P  -1.2144  -0.4062  -3.6977  0.000
C  -2.8908  -0.6655  -2.9612  0.000
C  -1.7214  0.5565  -5.1916  0.000
H  1.9483  -3.3902  -4.0071  0.000
H  2.8305  -2.4195  -2.7870  0.003
H  1.8779  -1.6039  -4.0160  0.000
H  0.8511  -4.9531  -2.1872  0.000
H  -0.0239  -4.3820  -0.7400  0.000
H  1.7214  -4.0930  -0.8901  0.002
H  -1.7128  -3.3508  -2.9294  0.000
H  -0.4550  -4.0747  -3.9395  0.000
H  -1.9659  -2.2930  -5.1383  0.000
H  -0.2281  -1.9974  -5.2384  0.000
H  -3.5182  -1.1904  -3.6853  0.000
H  -3.3169  0.3095  -2.7324  0.000
H  -2.8408  -1.2315  -2.0278  0.000
H  -2.5740  0.0914  -5.6936  0.000
H  -0.8813  0.6111  -5.8867  0.000
H  -1.9832  1.5713  -4.8909  0.000
N  -1.4035  1.8541  -2.2880  0.000
C  -1.3499  2.9906  -2.5794  0.000
N  -1.4257  4.1999  -3.0326  0.000
C  -0.9454  5.3363  -2.6037  0.000
N  -0.5719  6.4009  -2.3050  0.000
C  6.6694  3.3816  0.6231  0.001
C  5.1997  3.0004  0.7792  0.000
C  4.8345  3.0491  2.2566  0.002
O  5.0743  1.6465  0.3412  0.006
B  4.3095  1.6111  -0.8210  0.014
O  3.8123  2.8573  -1.1507  0.001
C  4.2165  3.8115  -0.1629  0.000
C  2.9502  4.2980  0.5331  0.000
C  4.8719  4.9823  -0.8783  0.000
H  7.2662  2.6765  1.2048  0.000
H  6.8641  4.3946  0.9855  0.000
H  6.9826  3.3066  -0.4194  0.000
H  5.5276  2.4088  2.8051  0.001
H  3.8252  2.6725  2.4269  0.001
H  4.9085  4.0672  2.6488  0.000
H  2.3934  3.4643  0.9646  0.000
H  2.3100  4.7771  -0.2102  0.000
H  3.1803  5.0244  1.3171  0.000
H  5.6666  4.6401  -1.5411  0.000
H  5.2819  5.6999  -0.1626  0.000
H  4.1254  5.4941  -1.4841  0.000

Energy relative to the best compared isomer or geometry (same formula, charge and spin), eV: 1.682
Charge: -2
2S+1: 2


No. 3
Here is C30H45BrO2P2Re as an isolated structure at a distorted geometry from the OMol25 dataset. Energies are from the ωB97M-V functional and the def2-TZVPD basis.

Each line ends with the Löwdin spin population.
Atoms and positions in Å:
Re  -0.3603  -0.4516  1.1919  1.681
C  -1.9950  -1.1928  2.9540  0.034
C  -1.5501  -2.0900  1.8926  0.018
C  0.1901  -1.7700  3.4445  -0.007
C  -0.9371  -1.0282  3.8924  -0.005
C  -0.1426  -2.4180  2.1950  0.049
C  -3.3769  -0.6711  3.1139  0.007
H  -3.9590  -0.7726  2.1917  0.000
H  -3.3738  0.3891  3.4034  0.000
H  -3.9139  -1.2183  3.9032  0.003
C  -0.9537  -0.1166  5.0697  -0.001
H  -1.8765  0.4740  5.1075  0.000
H  -0.1158  0.5966  5.0042  0.000
H  -0.8584  -0.6482  6.0255  -0.001
C  1.4974  -1.8894  4.1316  -0.002
H  1.4205  -2.4568  5.0714  -0.001
H  1.8946  -0.8949  4.3835  0.000
H  2.2283  -2.3950  3.4889  0.000
C  0.6371  -3.5564  1.6125  0.014
H  0.6655  -4.3993  2.3207  0.004
H  1.6750  -3.2561  1.4247  0.001
H  0.2011  -3.9205  0.6792  0.000
C  -2.4650  -2.9116  1.0318  0.016
H  -2.8295  -3.7954  1.5764  0.004
H  -1.9550  -3.2661  0.1336  0.001
H  -3.3393  -2.3301  0.7269  0.000
C  -0.8785  1.6041  0.4787  0.182
C  -1.9894  0.7307  0.3702  0.037
C  -2.3960  0.0861  -0.9390  0.036
C  -1.3109  -0.7940  -1.5827  0.064
C  -0.1996  -1.3085  -0.6826  0.102
C  0.9880  -0.5311  -0.3628  0.090
C  1.2041  0.8711  -0.9066  0.052
C  0.0786  1.9021  -0.6319  0.046
H  -2.7097  0.8416  -1.6745  0.002
H  -0.9054  -0.2644  -2.4496  0.013
H  -3.2908  -0.5151  -0.7356  0.000
H  -0.4387  2.0863  -1.5776  0.012
H  -0.9354  2.3865  1.2433  0.004
H  -2.8036  0.9241  1.0705  0.006
H  0.5765  2.8373  -0.3573  0.001
H  2.1201  1.2594  -0.4458  0.000
H  1.9264  -1.0678  -0.1676  0.012
H  1.3554  0.8601  -1.9945  0.012
H  -1.8262  -1.6773  -1.9645  0.003
H  -0.0370  -2.3868  -0.7501  0.011
P  -0.6255  0.9248  -4.8558  0.148
C  -0.7186  2.7621  -5.0573  0.030
C  -1.9048  0.5531  -6.1469  0.022
P  1.6331  -0.8687  -5.6070  0.052
C  0.8277  0.7506  -6.0051  0.013
C  1.0915  -1.7804  -7.1337  0.011
C  3.2746  -0.4236  -6.3428  0.012
H  0.1540  3.2228  -4.5786  0.000
H  -1.6381  3.1127  -4.5734  0.000
H  -0.7325  3.0137  -6.1265  0.006
H  -1.7433  1.2070  -7.0162  0.005
H  -2.8902  0.7630  -5.7101  0.000
H  -1.8599  -0.4980  -6.4601  0.000
H  3.1526  -0.0922  -7.3853  0.003
H  3.9016  -1.3248  -6.3181  0.000
H  3.7470  0.3694  -5.7506  0.000
H  1.5393  1.5810  -5.8581  0.000
H  0.4842  0.7558  -7.0554  0.000
H  1.6761  -2.7110  -7.1710  0.000
H  1.3168  -1.1829  -8.0301  0.002
H  0.0230  -2.0259  -7.1001  0.000
Br  0.0110  4.0746  3.3720  0.001
C  1.0419  3.0257  4.5478  0.000
C  0.9646  3.2377  5.9386  0.001
C  1.7068  2.4325  6.8098  0.000
C  2.5940  1.4896  6.3062  0.000
C  2.7109  1.3053  4.9203  0.000
C  1.8450  1.9852  4.0535  0.000
C  1.7151  1.5925  2.6010  0.011
O  2.5122  2.0048  1.7641  0.049
O  0.6813  0.8034  2.3848  0.137
H  0.3273  4.0210  6.3111  0.000
H  1.5704  2.5477  7.9007  0.000
H  3.2113  0.8819  6.9734  0.000
H  3.4645  0.6349  4.4884  0.000

Energy relative to the best compared isomer or geometry (same formula, charge and spin), eV: 0.571
Charge: +2
2S+1: 4